No. 1
DFT (ωB97M-V/def2-TZVPD) results for 11 unconnected molecules or ions with the total composition C34H78N10O11.

Element x y z (Å)
C -24.32 -22.40 -20.24
C -24.64 -23.24 -19.04
O -24.40 -24.45 -19.09
N -25.07 -22.73 -17.93
C -25.40 -21.25 -17.67
H -23.85 -21.46 -19.96
H -25.17 -22.24 -20.90
H -23.50 -22.90 -20.76
H -25.16 -23.38 -17.16
H -26.08 -21.17 -16.82
H -25.81 -20.93 -18.63
H -24.56 -20.59 -17.46
C -17.19 -19.35 -18.36
C -18.23 -19.91 -19.29
O -18.77 -19.16 -20.15
N -18.48 -21.20 -19.20
C -18.27 -22.16 -18.20
H -17.19 -18.28 -18.58
H -16.22 -19.80 -18.54
H -17.43 -19.44 -17.30
H -19.20 -21.39 -19.89
H -18.36 -21.71 -17.21
H -17.37 -22.72 -18.46
H -19.10 -22.86 -18.31
C -20.78 -17.45 -13.36
C -19.41 -16.90 -13.68
O -19.07 -15.82 -13.30
N -18.58 -17.51 -14.58
C -17.30 -17.04 -14.97
H -21.20 -16.83 -12.57
H -20.83 -18.50 -13.07
H -21.43 -17.38 -14.23
H -18.95 -18.37 -14.98
H -17.25 -15.97 -15.20
H -17.10 -17.56 -15.91
H -16.54 -17.24 -14.22
C -18.86 -21.68 -13.88
C -19.78 -21.14 -15.03
O -19.59 -20.00 -15.36
N -20.61 -22.03 -15.72
C -21.54 -21.75 -16.80
H -19.48 -22.44 -13.40
H -18.64 -20.84 -13.22
H -17.93 -22.05 -14.30
H -20.66 -22.97 -15.35
H -20.97 -21.34 -17.63
H -22.28 -21.20 -16.21
H -21.88 -22.72 -17.17
C -23.49 -17.97 -20.65
C -23.02 -18.44 -19.22
O -22.60 -19.60 -19.04
N -23.04 -17.54 -18.22
C -22.44 -17.73 -16.89
H -22.60 -17.96 -21.28
H -24.05 -17.03 -20.59
H -24.23 -18.61 -21.13
H -23.56 -16.68 -18.31
H -23.17 -17.86 -16.09
H -22.15 -16.73 -16.54
H -21.58 -18.39 -16.86
C -18.97 -25.83 -18.00
C -20.32 -26.37 -18.23
O -20.69 -27.43 -17.71
N -21.20 -25.78 -19.12
C -20.81 -24.72 -20.15
H -18.35 -26.73 -18.00
H -18.84 -25.31 -17.05
H -18.55 -25.11 -18.70
H -22.08 -26.27 -19.18
H -19.93 -24.82 -20.78
H -20.81 -23.74 -19.66
H -21.57 -24.48 -20.90
C -15.65 -20.02 -13.45
C -15.27 -20.56 -14.87
O -14.63 -19.77 -15.58
N -15.39 -21.88 -15.16
C -14.95 -22.26 -16.47
H -16.72 -19.87 -13.32
H -15.15 -19.11 -13.13
H -15.43 -20.75 -12.68
H -15.80 -22.54 -14.52
H -15.26 -21.65 -17.32
H -15.02 -23.33 -16.61
H -13.87 -22.30 -16.59
C -15.34 -24.32 -10.99
C -15.55 -24.35 -12.57
O -16.23 -23.44 -13.11
N -14.76 -25.04 -13.32
C -13.53 -25.66 -12.91
H -15.99 -23.54 -10.60
H -14.33 -24.04 -10.67
H -15.44 -25.30 -10.52
H -15.06 -24.90 -14.28
H -13.00 -25.34 -12.02
H -12.73 -25.66 -13.65
H -13.72 -26.72 -12.73
C -18.86 -26.02 -13.99
C -20.23 -26.02 -13.32
O -20.56 -25.12 -12.64
N -20.90 -27.13 -13.36
C -22.04 -27.44 -12.55
H -18.63 -27.07 -14.14
H -18.25 -25.36 -13.37
H -19.00 -25.48 -14.93
H -20.53 -27.90 -13.90
H -23.01 -27.20 -12.98
H -22.06 -26.77 -11.69
H -22.13 -28.46 -12.18
C -23.83 -23.12 -12.82
C -23.94 -23.84 -14.20
O -24.93 -23.59 -14.96
N -23.02 -24.76 -14.63
C -22.87 -25.46 -15.94
H -24.36 -23.58 -11.99
H -24.26 -22.14 -13.03
H -22.80 -22.91 -12.53
H -22.39 -25.01 -13.88
H -21.83 -25.77 -15.95
H -23.04 -24.80 -16.79
H -23.66 -26.21 -15.97
C -20.60 -20.20 -8.99
C -19.99 -18.87 -8.80
C -20.05 -18.28 -10.17
O -19.62 -19.38 -11.00
C -20.40 -20.52 -10.49
H -21.61 -20.27 -8.57
H -19.99 -20.84 -8.36
H -18.96 -18.99 -8.46
H -20.49 -18.22 -8.08
H -19.38 -17.42 -10.22
H -21.02 -17.85 -10.41
H -19.89 -21.47 -10.64
H -21.28 -20.76 -11.09

Computed properties:
2S+1: 2
Charge: -1
Gap between HOMO and LUMO (spin up / spin down) (eV): 1.7 / 8.8
LUMO level (spin up / spin down) (eV): 2.0 / 2.0

No. 2
DFT (ωB97M-V/def2-TZVPD) results for a molecular structure, C34H78O21S9.

Element x y z (Å)
C -3.09 -7.31 27.35
C -4.07 -7.81 26.26
C -4.29 -6.88 25.11
O -4.11 -7.64 23.96
C -3.76 -8.83 24.30
O -3.46 -9.78 23.50
O -3.71 -9.00 25.59
H -2.04 -7.36 27.04
H -3.09 -7.98 28.20
H -3.23 -6.30 27.75
H -5.06 -7.95 26.68
H -3.62 -6.02 25.10
H -5.34 -6.60 25.10
C -4.98 -3.96 18.75
C -4.09 -4.48 19.92
C -3.95 -3.54 21.12
O -4.35 -4.38 22.18
C -4.65 -5.62 21.73
O -4.96 -6.63 22.37
O -4.65 -5.64 20.42
H -6.02 -3.76 19.00
H -4.97 -4.70 17.95
H -4.59 -3.03 18.33
H -3.13 -4.82 19.52
H -4.48 -2.59 21.03
H -2.90 -3.32 21.30
C -4.29 -1.57 26.60
C -3.57 -2.74 27.23
C -4.53 -3.77 27.85
O -4.28 -4.93 27.13
C -3.25 -4.70 26.26
O -2.70 -5.65 25.68
O -2.97 -3.43 26.17
H -5.05 -1.89 25.88
H -3.61 -0.94 26.03
H -4.80 -0.97 27.36
H -2.81 -2.35 27.90
H -5.53 -3.44 27.60
H -4.38 -3.94 28.92
C -2.01 -5.67 18.31
C -2.56 -7.04 18.89
C -2.70 -8.16 17.81
O -2.13 -9.26 18.44
C -1.44 -8.85 19.53
O -0.81 -9.60 20.29
O -1.65 -7.55 19.79
H -1.03 -5.73 17.84
H -1.82 -5.03 19.17
H -2.73 -5.17 17.65
H -3.53 -6.84 19.36
H -2.23 -7.80 16.89
H -3.77 -8.37 17.73
C 0.52 -4.38 22.79
S 1.80 -3.31 22.02
O 1.40 -1.91 22.46
C 3.16 -3.93 23.16
H -0.37 -4.43 22.17
H 0.28 -4.17 23.84
H 0.79 -5.44 22.84
H 3.41 -4.98 23.00
H 2.82 -3.72 24.18
H 4.11 -3.41 23.02
C -0.75 -9.29 23.17
S -0.10 -10.92 22.69
O -1.27 -11.79 22.22
C 0.92 -10.56 21.20
H -1.67 -9.30 23.76
H -0.91 -8.62 22.33
H -0.05 -8.81 23.85
H 1.93 -10.20 21.39
H 0.43 -9.90 20.48
H 1.07 -11.53 20.72
C -0.98 -3.41 24.64
S -1.30 -1.88 23.67
O -0.62 -2.13 22.31
C -3.08 -1.98 23.47
H -1.39 -4.23 24.05
H -1.46 -3.44 25.62
H 0.05 -3.65 24.89
H -3.18 -1.29 22.63
H -3.61 -1.67 24.38
H -3.38 -2.97 23.13
C -3.41 -10.55 21.81
S -3.86 -9.27 20.49
O -5.37 -9.35 20.36
C -3.46 -7.85 21.61
H -3.49 -11.57 21.43
H -4.09 -10.58 22.65
H -2.35 -10.48 22.07
H -4.05 -7.88 22.52
H -3.65 -6.96 21.00
H -2.39 -8.01 21.71
C -1.22 -3.35 20.30
S 0.23 -2.37 19.74
O 0.77 -1.59 20.94
C 1.20 -3.83 19.36
H -1.91 -2.57 20.63
H -1.07 -4.07 21.11
H -1.87 -3.85 19.58
H 0.62 -4.46 18.68
H 1.37 -4.41 20.26
H 2.08 -3.44 18.85
C -5.09 -3.45 24.29
S -6.11 -4.98 24.75
O -6.91 -4.59 25.97
C -7.18 -4.86 23.27
H -4.43 -3.16 25.11
H -5.79 -2.67 23.99
H -4.44 -3.71 23.45
H -6.50 -4.90 22.42
H -7.81 -3.97 23.25
H -7.85 -5.72 23.25
C 2.30 -7.96 20.09
S 2.08 -6.27 20.66
O 3.25 -5.45 20.03
C 0.54 -5.88 19.69
H 3.27 -8.37 20.39
H 2.34 -7.74 19.03
H 1.49 -8.60 20.43
H -0.12 -5.16 20.17
H 0.06 -6.85 19.59
H 0.74 -5.59 18.66
C -0.63 -6.85 22.12
S -1.51 -5.22 22.20
O -2.08 -5.00 20.80
C -2.82 -5.68 23.42
H -0.40 -7.16 23.15
H 0.31 -6.78 21.56
H -1.27 -7.56 21.59
H -2.34 -5.72 24.40
H -3.18 -6.70 23.27
H -3.58 -4.90 23.45
C 3.38 -8.26 22.78
S 1.83 -7.25 22.87
O 0.79 -7.92 21.97
C 1.19 -7.60 24.60
H 3.16 -9.33 22.76
H 3.95 -8.02 23.67
H 3.96 -8.11 21.87
H 0.36 -6.92 24.82
H 1.90 -7.26 25.36
H 0.96 -8.65 24.79

Computed properties:
Gap between HOMO and LUMO (eV): 4.8
LUMO level (eV): -0.4
Energy above the lowest of the compared OMol25 structures with the same formula, charge and spin (kcal per mole): 1362.62